1.
C49H56Cl3Ge2I2O6PrS5 | ωB97M-V/def2-TZVPD

Properties
HOMO level (alpha / beta) = -3.22 / -3.22 eV
multiplicity = 3
Kohn-Sham gap (alpha / beta) = 6.1899 / 6.1962 eV
energy above the lowest of the compared OMol25 structures with the same formula, charge and spin = 0.0 kJ/mol
total charge = -2

Last column: Mulliken charge in e.
Element x y z (Å)
Pr: -0.528 -1.822 2.779  1.15
O: -2.138 -3.511 6.386  -0.77
S: -1.777 -2.138 6.008  0.94
O: -2.067 -1.286 7.111  -0.70
O: -2.438 -1.779 4.679  -0.65
O: -0.340 -1.999 5.616  -0.70
C: 3.527 5.557 2.677  -1.38
C: 3.831 4.262 1.975  0.27
C: 4.301 3.133 2.636  -0.87
C: 4.567 1.935 1.988  1.18
C: 5.198 0.811 2.758  -1.49
C: 4.277 1.781 0.606  0.15
C: 3.816 2.924 -0.089  0.28
C: 3.619 2.895 -1.581  -1.35
C: 3.605 4.130 0.606  -0.45
C: 4.480 0.471 -0.153  0.08
C: 5.676 0.332 -0.886  0.13
C: 5.881 -0.754 -1.734  -1.17
C: 4.880 -1.695 -1.855  -0.10
C: 3.726 -1.655 -1.032  -0.22
C: 3.503 -0.522 -0.205  -0.09
Ge: 1.835 -0.099 0.698  0.94
S: 2.001 -0.435 2.807  -0.58
S: 0.022 -1.207 -0.268  -0.32
Ge: -1.173 0.722 0.041  0.74
S: -2.404 0.493 1.769  -0.60
S: 0.826 1.910 0.300  -0.24
C: -2.321 1.453 -1.339  1.42
C: -3.307 0.613 -1.905  -0.52
C: -3.743 0.893 -3.219  -0.94
C: -3.382 2.049 -3.884  -1.51
C: -2.572 2.961 -3.224  -0.45
C: -1.980 2.654 -1.980  0.60
C: -1.057 3.717 -1.413  -0.01
C: -1.308 4.422 -0.206  1.66
C: -2.561 4.124 0.577  -1.50
C: -0.457 5.469 0.196  -1.42
C: 0.613 5.931 -0.592  0.62
C: 1.348 7.208 -0.236  -1.64
C: 0.820 5.256 -1.782  -0.77
C: 0.091 4.127 -2.164  1.60
C: 0.507 3.447 -3.426  -2.13
C: -4.090 -0.526 -1.289  0.97
C: -3.993 -1.834 -1.821  0.29
C: -2.824 -2.302 -2.666  -1.70
C: -4.982 -2.815 -1.555  -0.76
C: -6.070 -2.543 -0.720  0.71
C: -7.193 -3.535 -0.537  -1.69
C: -6.098 -1.283 -0.109  -1.05
C: -5.181 -0.269 -0.401  1.14
C: -5.416 1.122 0.157  -1.49
C: 2.866 -2.904 -1.048  0.18
C: 2.008 -3.193 -2.173  1.02
C: 1.792 -2.240 -3.320  -1.47
C: 1.352 -4.424 -2.210  -0.88
C: 1.473 -5.405 -1.225  1.01
C: 0.712 -6.714 -1.263  -1.36
C: 2.334 -5.116 -0.161  -0.98
C: 2.997 -3.883 -0.053  1.54
C: 3.936 -3.650 1.102  -2.09
H: 3.960 5.583 3.678  0.40
H: 2.457 5.704 2.760  0.20
H: 3.946 6.396 2.124  0.35
H: 4.456 3.195 3.715  0.33
H: 5.612 1.198 3.699  0.50
H: 5.987 0.317 2.196  0.27
H: 4.473 0.046 3.006  0.15
H: 4.587 2.789 -2.068  0.37
H: 3.193 3.848 -1.891  0.35
H: 2.988 2.088 -1.890  0.15
H: 3.213 4.992 0.044  0.20
H: 6.431 1.120 -0.776  0.48
H: 6.827 -0.849 -2.289  0.31
H: 4.952 -2.545 -2.549  0.43
H: -4.402 0.170 -3.703  0.44
H: -3.732 2.247 -4.904  0.34
H: -2.367 3.948 -3.677  0.56
H: -3.441 4.268 -0.050  0.30
H: -2.646 4.761 1.460  0.47
H: -2.582 3.092 0.923  0.09
H: -0.693 5.996 1.138  0.20
H: 1.249 7.442 0.818  0.34
H: 0.977 8.057 -0.818  0.38
H: 2.413 7.131 -0.474  0.35
H: 1.618 5.606 -2.443  0.31
H: 1.524 3.759 -3.707  0.45
H: -0.141 3.696 -4.251  0.47
H: 0.498 2.366 -3.319  0.23
H: -1.986 -1.609 -2.563  -0.08
H: -3.100 -2.354 -3.733  0.40
H: -2.505 -3.310 -2.359  0.40
H: -4.834 -3.808 -1.998  0.18
H: -6.963 -4.522 -0.930  0.36
H: -8.096 -3.182 -1.048  0.42
H: -7.448 -3.628 0.519  0.37
H: -6.886 -1.069 0.632  0.26
H: -6.412 1.205 0.586  0.51
H: -5.301 1.887 -0.603  0.31
H: -4.701 1.354 0.943  0.12
H: 2.566 -1.462 -3.345  0.27
H: 0.828 -1.736 -3.244  -0.04
H: 1.813 -2.795 -4.261  0.53
H: 0.668 -4.632 -3.051  0.18
H: 0.220 -6.894 -2.226  0.37
H: -0.057 -6.713 -0.499  0.07
H: 1.377 -7.552 -1.026  0.36
H: 2.491 -5.882 0.604  0.24
H: 3.993 -4.548 1.718  0.49
H: 3.618 -2.835 1.739  0.26
H: 4.931 -3.370 0.733  0.40
O: -0.571 0.718 4.337  -0.39
H: 0.357 0.996 4.130  0.24
H: -0.614 0.570 5.308  0.25
O: -0.223 -3.729 0.881  0.23
H: 0.465 -4.044 1.573  -0.09
H: -1.087 -4.162 1.022  -0.20
Cl: 1.572 -4.025 3.124  -0.54
I: -1.770 -5.011 4.204  0.51
I: -1.959 -6.844 2.039  -0.40
Cl: -3.385 -3.004 1.058  0.18
C: -4.566 -3.899 2.077  -0.19
Cl: -5.655 -2.830 2.942  -0.17
H: -4.014 -4.432 2.824  -0.10
H: -5.145 -4.529 1.394  0.31

2.
C49H58BBeF4N8O3 | ωB97M-V/def2-TZVPD

Properties
HOMO level (alpha / beta) = -5.76 / -9.05 eV
multiplicity = 2
Kohn-Sham gap (alpha / beta) = 6.3641 / 9.1016 eV

Last column: Mulliken charge in e.
Element x y z (Å)
Be: 0.193 1.715 2.766  1.94
B: -0.187 0.156 0.423  -1.14
F: -0.606 -0.694 -0.574  -0.27
F: 0.327 -0.531 1.529  0.04
F: 0.870 0.950 0.030  0.12
F: -1.201 1.029 0.795  0.01
N: -1.853 -3.920 2.460  -0.35
C: -2.533 -3.060 1.652  -0.02
C: -3.893 -3.254 1.311  -0.86
C: -4.486 -4.452 1.690  -0.55
C: -3.740 -5.384 2.426  -0.52
C: -2.435 -5.073 2.747  -0.39
H: -2.055 -2.109 1.469  0.92
H: -4.468 -2.489 0.810  0.53
H: -5.463 -4.784 1.372  0.42
H: -4.081 -6.353 2.759  0.41
H: -1.794 -5.797 3.226  0.42
N: -1.238 3.674 2.012  0.36
C: -1.555 4.667 2.898  -0.64
C: -2.004 5.921 2.498  -0.69
C: -2.041 6.251 1.141  -0.55
C: -1.640 5.302 0.234  -0.20
C: -1.249 4.026 0.701  -0.54
H: -1.526 4.424 3.950  0.49
H: -2.201 6.598 3.316  0.40
H: -2.346 7.244 0.847  0.43
H: -1.506 5.492 -0.821  0.42
H: -0.851 3.313 -0.007  0.37
N: 2.710 0.738 2.611  0.73
C: 3.443 1.079 3.749  -0.76
C: 4.660 0.491 4.049  -0.74
C: 5.148 -0.437 3.156  -0.74
C: 4.496 -0.857 1.991  -0.46
C: 3.264 -0.206 1.779  0.11
H: 2.980 1.772 4.435  0.40
H: 5.120 0.780 4.983  0.45
H: 6.136 -0.841 3.326  0.34
H: 4.947 -1.536 1.283  0.55
H: 2.664 -0.507 0.933  -0.20
N: 3.064 -3.394 -0.615  -0.38
C: 1.820 -3.357 -0.029  -0.27
C: 0.735 -4.022 -0.540  -0.47
C: 0.824 -4.656 -1.753  -0.38
C: 2.024 -4.689 -2.375  -0.57
C: 3.141 -4.048 -1.790  -0.27
H: 1.682 -2.814 0.894  0.52
H: -0.205 -3.936 -0.015  0.42
H: -0.020 -5.249 -2.072  0.43
H: 2.175 -5.136 -3.347  0.40
H: 4.108 -4.106 -2.268  0.41
N: -0.816 -1.937 -4.754  -0.51
C: -0.170 -1.554 -5.902  -0.55
C: 1.144 -1.126 -5.966  -0.70
C: 1.819 -1.091 -4.760  -0.47
C: 1.228 -1.473 -3.543  1.61
C: -0.097 -1.936 -3.624  -0.48
H: -0.812 -1.658 -6.764  0.42
H: 1.608 -0.942 -6.924  0.47
H: 2.850 -0.786 -4.664  0.34
H: 1.726 -1.358 -2.591  -0.60
H: -0.581 -2.207 -2.697  0.53
N: 5.560 -0.337 -3.528  -0.66
C: 4.855 -0.901 -2.506  -0.53
C: 3.765 -0.254 -1.929  0.51
C: 3.269 0.911 -2.440  0.15
C: 4.036 1.485 -3.518  -0.90
C: 5.181 0.818 -3.988  -0.48
H: 5.192 -1.842 -2.097  0.44
H: 3.210 -0.750 -1.146  -0.20
H: 2.362 1.330 -2.029  0.83
H: 3.796 2.409 -4.023  0.39
H: 5.686 1.203 -4.861  0.39
N: -5.995 -1.597 -2.818  -0.64
C: -4.764 -2.075 -2.994  -0.48
C: -3.632 -1.687 -2.304  -0.40
C: -3.856 -0.709 -1.311  0.40
C: -5.137 -0.216 -1.093  -0.50
C: -6.197 -0.654 -1.862  -0.38
H: -4.749 -2.816 -3.779  0.43
H: -2.688 -2.198 -2.421  0.21
H: -2.984 -0.316 -0.809  0.64
H: -5.278 0.564 -0.359  0.30
H: -7.173 -0.241 -1.654  0.37
N: -1.708 3.612 -2.858  -0.55
C: -0.630 4.239 -3.433  -0.47
C: 0.461 3.519 -3.912  -0.73
C: 0.451 2.168 -3.693  0.17
C: -0.619 1.489 -3.057  0.42
C: -1.697 2.281 -2.684  -1.00
H: -0.595 5.318 -3.481  0.38
H: 1.273 4.020 -4.417  0.46
H: 1.217 1.582 -4.179  0.47
H: -0.646 0.434 -2.827  0.00
H: -2.565 1.879 -2.181  0.81
C: 3.930 3.407 0.591  -0.57
C: 2.455 3.747 0.685  0.82
O: 1.718 3.325 1.586  -0.38
C: 1.940 4.703 -0.390  -0.70
H: 4.569 4.289 0.565  0.50
H: 4.042 2.839 -0.333  -0.11
H: 4.171 2.658 1.345  -0.01
H: 0.896 5.003 -0.301  -0.03
H: 1.987 4.221 -1.366  -0.04
H: 2.499 5.638 -0.359  0.52
C: -4.175 1.656 2.411  -0.66
C: -3.419 0.858 3.438  0.86
O: -2.222 1.059 3.668  -0.48
C: -4.079 -0.403 3.926  -1.19
H: -3.800 1.481 1.403  -0.17
H: -4.282 2.720 2.618  0.36
H: -5.173 1.218 2.385  0.44
H: -3.366 -1.127 4.319  0.11
H: -4.520 -0.990 3.121  0.28
H: -4.892 -0.174 4.615  0.43
C: -0.702 -2.195 5.127  -0.61
C: 0.530 -1.415 4.673  0.80
O: 0.587 -0.203 4.615  -0.52
C: 1.700 -2.279 4.162  -0.75
H: -1.284 -2.473 4.248  -0.40
H: -1.324 -1.576 5.772  0.29
H: -0.285 -3.033 5.686  0.47
H: 1.507 -2.455 3.104  -0.04
H: 1.669 -3.222 4.709  0.61
H: 2.668 -1.802 4.313  0.16

| no. | E_tot (hartree) |
| --- | --- |
| 1 | -10990.50115 |
| 2 | -3004.87961 |